[1]
Formula: ClH2O2P
Source: the OMol25 dataset
Level of theory: ωB97M-V/def2-TZVPD

Summary:
E_HOMO in Ha: -0.37778
SMILES: OP(O)Cl
Multiplicity: 1
Kohn-Sham gap in Eh: 0.410
Charge: 0

Element x y z (Å)
1 Cl 1.887 0.438 0.020
2 P 0.271 -0.172 0.817
3 O -0.649 1.162 -0.047
4 O -0.246 -1.321 -0.218
5 H -1.511 1.192 0.448
6 H 0.246 -1.298 -1.020

Atom charges from the Löwdin analysis, given in e for atoms 1 to 2: number 1, Cl, carries 0.357; number 2, P, carries 0.391



[2]
Formula: ClH2O2PS
Source: the OMol25 dataset
Level of theory: ωB97M-V/def2-TZVPD

Summary:
E_HOMO in Ha: -0.37444
SMILES: O=P(=S)Cl.O
Multiplicity: 1
Kohn-Sham gap in Eh: 0.342
Charge: 0

Element x y z (Å)
1 Cl -0.055 -2.914 3.311
2 S 2.925 -1.194 3.183
3 P 1.877 -2.708 2.589
4 O 0.183 0.380 0.433
5 O 2.333 -3.813 1.757
6 H -0.559 0.858 0.705
7 H 0.295 0.706 -0.413

Atom charges from the Löwdin analysis, given in e for atoms 1 to 2: number 1, Cl, carries 0.252; number 2, S, carries 0.249



[3]
Formula: ClH2O3P
Source: the OMol25 dataset
Level of theory: ωB97M-V/def2-TZVPD

Summary:
E_HOMO in Ha: -0.38652
SMILES: O=PO.OCl
Multiplicity: 1
Kohn-Sham gap in Eh: 0.371
Charge: 0

Element x y z (Å)
1 Cl -1.878 -0.721 0.154
2 P 1.256 -0.184 0.353
3 O 2.364 0.912 -0.109
4 O -2.968 0.584 -0.097
5 O 1.853 -1.430 -0.039
6 H 3.022 0.608 -0.726
7 H -3.649 0.231 0.465

Atom charges from the Löwdin analysis, given in e for atoms 1 to 2: number 1, Cl, carries 0.521; number 2, P, carries 0.716



[4]
Formula: ClH2O3PS
Source: the OMol25 dataset
Level of theory: ωB97M-V/def2-TZVPD

Summary:
E_HOMO in Ha: -0.35086
SMILES: OO[P@@](O)(=S)Cl
Multiplicity: 1
Kohn-Sham gap in Eh: 0.357
Charge: 0

Element x y z (Å)
1 Cl -0.490 1.803 0.029
2 S -2.443 -0.996 0.398
3 P -0.599 -0.233 -0.021
4 O 0.033 -0.426 -1.486
5 O 0.451 -0.727 1.135
6 O 1.793 -0.183 1.001
7 H -0.460 0.022 -2.128
8 H 1.714 0.739 1.072

Atom charges from the Löwdin analysis, given in e for atoms 1 to 2: number 1, Cl, carries 0.362; number 2, S, carries 0.193



[5]
Formula: ClH2O3PS
Source: the OMol25 dataset
Level of theory: ωB97M-V/def2-TZVPD

Summary:
E_HOMO in Ha: -0.33811
SMILES: OO[P@@](O)(=S)Cl
Multiplicity: 1
Kohn-Sham gap in Eh: 0.337
Charge: 0

Element x y z (Å)
1 Cl 0.503 -0.796 1.847
2 S -2.311 -1.775 -0.075
3 P -0.681 -0.431 0.266
4 O 1.349 0.581 -0.833
5 O 0.378 -0.461 -0.976
6 O -1.033 1.099 0.420
7 H 2.180 0.111 -0.640
8 H -0.385 1.672 -0.009

Atom charges from the Löwdin analysis, given in e for atoms 1 to 2: number 1, Cl, carries 0.375; number 2, S, carries 0.124



[6]
Formula: ClH2OP
Source: the OMol25 dataset
Level of theory: ωB97M-V/def2-TZVPD

Summary:
E_HOMO (alpha / beta) in Ha: -0.37675 / -0.37522
Multiplicity: 1
Kohn-Sham gap (alpha / beta) in Eh: 0.284 / 0.292
Charge: 0

Element x y z (Å)
1 Cl -2.187 -1.208 -2.118
2 P 0.024 -0.783 0.193
3 O -0.921 -1.788 -0.488
4 H 0.384 -0.109 -0.969
5 H -0.860 -0.024 0.879

Atom charges from the Löwdin analysis, given in e for atoms 1 to 2: number 1, Cl, carries 0.211; number 2, P, carries 0.766



[7]
Formula: ClH2PS
Source: the OMol25 dataset
Level of theory: ωB97M-V/def2-TZVPD

Summary:
E_HOMO (alpha / beta) in Ha: -0.35895 / -0.35624
Multiplicity: 1
Kohn-Sham gap (alpha / beta) in Eh: 0.246 / 0.247
Charge: 0

Element x y z (Å)
1 Cl 2.257 -1.404 -0.978
2 S 0.442 0.628 -0.978
3 P -0.342 0.288 0.912
4 H -1.168 -0.894 0.462
5 H -1.188 1.382 0.582

Atom charges from the Löwdin analysis, given in e for atoms 1 to 2: number 1, Cl, carries -0.175; number 2, S, carries 0.089



[8]
Formula: ClH2PS3
Source: the OMol25 dataset
Level of theory: ωB97M-V/def2-TZVPD

Summary:
E_HOMO in Ha: -0.35371
Multiplicity: 1
Kohn-Sham gap in Eh: 0.297
Charge: 0

Element x y z (Å)
1 Cl -1.798 0.395 0.084
2 S 4.551 -2.200 -0.276
3 S 1.594 -0.609 -0.854
4 S 4.321 1.289 0.635
5 P 3.652 -0.431 -0.173
6 H 1.852 -1.905 -1.000
7 H -2.735 1.435 0.035

Atom charges from the Löwdin analysis, given in e for atoms 1 to 2: number 1, Cl, carries 0.150; number 2, S, carries 0.113



Computed values of total energy (unit: Eh) for the preceding records, in sequence: -953.2703; -1351.4487; -1028.4305; -1426.6321; -1426.6303; -877.8645; -1200.8405; -1997.3175.
Computed values of relative energy (zero: lowest compared OMol25 entry of this formula, charge and spin) (unit: kcal per mole) for the preceding records, in sequence: 19.9; 40.0; 82.1; 33.8; 35.0; 89.3; 63.0; 24.5.